Entry 1:
C22H17CdCl2FI2O3 | ωB97M-V/def2-TZVPD

```
48
Properties=species:S:1:pos:R:3:mulliken_charge:R:1
C 2.673 -0.004 5.533 -1.0565
C 1.557 1.157 5.181 -0.2289
I 2.380 2.773 3.879 0.2193
C 0.117 0.575 4.643 -0.7067
I -0.160 -1.597 5.080 0.2125
C -0.258 0.974 3.098 0.4917
C -1.534 2.029 2.858 -0.8414
C -2.085 2.504 1.389 -0.6425
C -1.367 1.932 0.031 0.1764
C -0.054 0.914 0.225 0.1006
C 0.487 0.447 1.737 0.5547
C 1.756 -0.583 1.814 -0.5169
C 3.223 0.088 1.513 -0.4074
C 4.206 -0.841 0.560 -0.4044
Cl 5.985 -0.774 1.197 -0.1907
C 0.642 0.409 -1.190 0.1771
O 1.953 0.348 -1.434 -0.4184
C -0.436 0.000 -2.401 -0.1008
C -0.192 -1.329 -3.338 0.2682
Cl 1.316 -2.428 -3.039 -0.1728
C -1.297 -1.685 -4.523 -0.5815
C -2.596 -0.670 -4.712 0.4432
C -3.675 -1.120 -5.900 -0.6965
C -4.588 -2.383 -5.326 0.6012
O -5.369 -2.204 -4.233 -0.4180
F -4.588 -3.756 -5.920 -0.2328
C -2.846 0.685 -3.764 -0.6207
C -1.749 1.018 -2.592 0.4428
C -1.864 2.300 -1.524 0.2129
O -2.297 3.526 -1.890 -0.4180
H 2.376 -0.584 6.534 0.3872
H 2.907 -0.740 4.655 0.2629
H 3.669 0.588 5.822 0.3372
H 1.349 1.714 6.217 0.4995
H -0.714 1.097 5.325 0.5266
H -2.078 2.450 3.825 0.2618
H -2.986 3.248 1.296 0.3806
H 1.581 -1.390 0.951 0.4059
H 1.852 -1.196 2.805 0.1999
H 3.070 1.182 1.106 0.2914
H 3.775 0.165 2.566 0.3346
H 4.272 -0.472 -0.557 0.2422
H 3.826 -1.969 0.531 0.2926
H -1.174 -2.659 -5.200 0.7313
H -3.013 -1.414 -6.831 0.3257
H -4.413 -0.253 -6.201 0.3844
H -3.778 1.387 -3.898 0.3356
Cd 0.140 -3.459 -5.898 0.5547
```

Computed properties:
Charge: +2
Max |F|: 10.32 eV/Å
Multiplicity: 1
Orbital gap: 1.539 eV

=====

Entry 2:
C4H6O2 | ωB97M-V/def2-TZVPD

```
12
Properties=species:S:1:pos:R:3:mulliken_charge:R:1
C -0.360 1.122 0.171 -0.4021
C 1.010 0.641 -0.277 -0.4134
C -0.044 -1.426 -0.401 -0.0994
C -0.751 -1.013 0.661 -0.2536
H -0.942 1.111 -0.741 0.3333
H -0.256 2.077 0.726 0.3366
H 1.407 1.411 -0.954 0.3351
H 1.663 0.506 0.590 0.2862
H 0.015 -2.486 -0.777 0.3235
H -1.476 -1.744 1.071 0.3002
O 0.669 -0.494 -1.182 -0.3964
O -0.937 0.295 1.114 -0.3499
```

Computed properties:
Charge: 0
Max |F|: 2.68 eV/Å
Multiplicity: 1
Structure (SMILES): C1=COCCO1
Orbital gap: 9.626 eV
Energy above the lowest of the compared OMol25 structures with the same formula, charge and spin: 226.6 kJ/mol

=====

Entry 3:
CH3F3NS | ωB97M-V/def2-TZVPD

```
9
Properties=species:S:1:pos:R:3:lowdin_spin:R:1
C 1.470 -0.039 0.070 0.8185
N -0.216 -1.298 -0.182 0.6984
F -1.127 0.817 1.276 -0.0071
F -1.298 0.995 -1.142 0.0473
F -2.626 -0.472 0.069 0.0723
S -1.145 -0.192 -0.087 0.2003
H 2.327 -0.785 -0.259 0.0221
H 1.474 0.330 1.063 0.0419
H 1.140 0.644 -0.809 0.1062
```

Computed properties:
Charge: +1
Max |F|: 8.11 eV/Å
Multiplicity: 3
Orbital gap (spin up / spin down): 6.301 / 6.907 eV
Energy above the lowest of the compared OMol25 structures with the same formula, charge and spin: 463.1 kJ/mol

=====

Entry 4:
C5H12ClNSi | ωB97M-V/def2-TZVPD

```
20
Properties=species:S:1:pos:R:3:mulliken_charge:R:1
C 1.305 -0.759 -0.001 -0.4822
C 0.004 -1.508 -0.195 -0.6431
C 1.390 0.636 -0.620 -0.6979
C -1.155 -1.033 0.680 -0.6693
C 0.497 1.636 0.136 -0.7978
N -2.650 1.614 0.139 -0.6487
Si -1.217 0.857 0.363 0.4966
Cl -4.729 -0.569 -0.528 -0.4336
H 1.421 -0.567 1.041 0.3463
H 2.000 -1.387 -0.626 0.2774
H -0.360 -1.384 -1.197 0.3655
H 0.353 -2.570 -0.089 0.3105
H 2.352 1.182 -0.729 0.3170
H 0.960 0.698 -1.631 0.3489
H -2.156 -1.466 0.344 0.2647
H -1.112 -1.351 1.765 0.3489
H 1.036 1.801 1.189 0.3101
H 0.503 2.654 -0.302 0.4010
H -4.010 0.576 -0.097 0.3984
H -2.890 2.674 0.230 0.1875
```

Computed properties:
Charge: 0
Max |F|: 2.96 eV/Å
Multiplicity: 1
Structure (SMILES): N=[Si]1CCCCC1.Cl
Orbital gap: 9.808 eV
Energy above the lowest of the compared OMol25 structures with the same formula, charge and spin: 168.6 kJ/mol

=====

Entry 5:
C25H49BClN5O11P3 | ωB97M-V/def2-TZVPD

```
95
Properties=species:S:1:pos:R:3:mulliken_charge:R:1
C 0.307 -5.329 1.062 -1.0943
C 0.452 -3.960 0.992 0.3951
C 1.366 -3.130 1.938 -0.9722
C 0.877 -1.650 2.204 0.9816
P -0.591 -1.667 3.433 0.1487
O 0.067 -1.433 4.971 -0.4171
O -1.367 -3.168 3.404 -0.4168
O 1.949 -1.174 3.042 -0.4548
B 2.131 0.254 2.865 0.5777
Cl 0.899 1.415 3.762 -0.4439
P 3.871 1.016 3.286 -0.2967
C 4.141 2.343 1.969 -1.0289
C 3.831 1.986 4.903 -0.5293
C 3.474 3.518 4.717 -1.0034
O 1.741 0.431 1.452 -0.2898
C 0.868 -0.607 0.993 1.3293
C -0.500 0.119 0.642 -0.7495
C -1.599 -0.737 0.402 -0.0652
C -2.880 -0.178 0.100 -0.9214
C -2.862 1.254 0.076 -0.3409
C -1.650 1.935 0.307 -0.5845
N -0.420 1.461 0.601 -0.1965
P 1.766 -1.081 -0.574 0.1824
O 1.003 -2.015 -1.440 -0.4668
O 1.991 0.334 -1.412 -0.5532
O 3.258 -1.596 -0.151 -0.5402
H 1.161 -6.041 0.920 0.3191
H -0.740 -5.680 1.198 0.2126
H -0.168 -3.453 0.222 -0.0210
H 1.346 -3.634 2.933 0.4282
H 2.424 -3.185 1.591 0.5424
H 0.299 -2.285 5.385 0.2709
H -1.217 -3.689 4.211 0.2508
H 4.591 1.933 1.042 0.3802
H 4.792 3.172 2.318 0.3882
H 3.157 2.798 1.699 0.1803
H 4.824 1.980 5.416 0.4573
H 3.105 1.524 5.613 0.2577
H 2.687 3.672 3.948 0.2263
H 3.097 3.984 5.657 0.3166
H 4.391 4.066 4.403 0.2849
H -1.475 -1.831 0.463 0.3026
H -3.796 -0.754 -0.096 0.4336
H -3.783 1.816 -0.123 0.4670
H -1.701 3.045 0.239 0.3696
H 1.439 0.207 -2.204 0.2914
H 3.749 -0.817 0.183 0.3733
C 4.480 -8.831 2.573 -1.3439
C 3.241 -7.971 2.527 0.8440
O 2.579 -7.840 1.512 -0.6238
N 2.868 -7.331 3.668 -0.1174
C 3.513 -7.356 4.964 -0.8974
H 4.644 -9.271 1.592 0.3067
H 5.351 -8.226 2.831 0.3484
H 4.356 -9.638 3.298 0.3572
H 2.032 -6.776 3.557 0.1981
H 2.802 -7.736 5.702 0.2940
H 3.791 -6.336 5.237 0.2852
H 4.400 -7.982 4.967 0.3340
C -2.785 2.490 -3.526 -1.2313
C -3.520 3.547 -2.739 0.7703
O -4.019 3.308 -1.649 -0.6445
N -3.614 4.791 -3.277 -0.0679
C -3.092 5.264 -4.539 -0.8054
H -2.796 1.557 -2.966 0.2329
H -3.277 2.324 -4.487 0.4114
H -1.747 2.788 -3.682 0.3285
H -4.116 5.445 -2.696 0.2204
H -2.408 6.088 -4.343 0.1431
H -3.923 5.633 -5.142 0.2598
H -2.570 4.480 -5.083 0.4001
C -2.938 -5.197 -3.969 -1.4919
C -1.972 -4.375 -3.147 0.8984
O -2.051 -4.315 -1.932 -0.5716
N -0.999 -3.695 -3.812 -0.0482
C -0.754 -3.648 -5.237 -0.9813
H -3.651 -5.678 -3.303 0.3016
H -3.487 -4.556 -4.661 0.3728
H -2.402 -5.972 -4.520 0.3741
H -0.388 -3.166 -3.198 0.2301
H 0.256 -4.015 -5.430 0.2922
H -0.820 -2.610 -5.569 0.2805
H -1.467 -4.250 -5.794 0.3840
C -4.385 9.916 -3.496 -1.4178
C -3.616 8.635 -3.292 0.7803
O -4.108 7.539 -3.523 -0.5957
N -2.340 8.727 -2.836 -0.1185
C -1.587 9.921 -2.507 -0.8940
H -5.382 9.678 -3.861 0.3043
H -4.481 10.454 -2.552 0.3797
H -3.886 10.543 -4.236 0.3783
H -1.890 7.831 -2.723 0.2235
H -0.692 9.953 -3.131 0.2969
H -1.284 9.866 -1.460 0.2953
H -2.168 10.825 -2.666 0.3431
```

Computed properties:
Charge: -1
Max |F|: 3.58 eV/Å
Multiplicity: 1
Orbital gap: 5.500 eV

=====

Entry 6:
C4H8OS | ωB97M-V/def2-TZVPD

```
14
Properties=species:S:1:pos:R:3:mulliken_charge:R:1
C 1.034 -0.358 0.630 -0.8195
C -0.326 0.070 0.104 0.8720
C -0.607 0.497 -1.299 -0.6907
C -0.512 1.497 -0.209 -0.7366
H 1.455 -2.606 1.230 0.1459
H 1.115 -0.279 1.696 0.3776
H 1.575 0.402 0.091 0.2602
H -1.424 -1.473 0.565 0.3159
H 0.135 0.498 -2.045 0.2487
H -1.584 0.307 -1.703 0.2715
H -1.409 1.810 0.323 0.2747
H 0.367 2.087 -0.038 0.2611
O -1.456 -0.511 0.702 -0.5549
S 1.637 -1.942 -0.047 -0.2259
```

Computed properties:
Charge: 0
Max |F|: 2.97 eV/Å
Multiplicity: 1
Structure (SMILES): OC1(CS)CC1
Orbital gap: 9.922 eV
Energy above the lowest of the compared OMol25 structures with the same formula, charge and spin: 158.2 kJ/mol